(P)
{
  "formula": "C3H2N2O2",
  "method": "ωB97M-V/def2-TZVPD",
  "spin_multiplicity": 1,
  "smiles": "C=C(C#N)[N+](=O)[O-]",
  "elements": ["C", "C", "C", "N", "N", "O", "O", "H", "H"],
  "positions_angstrom": [[0.0473, 0.0375, 0.0916], [0.5302, 1.2761, 0.0245], [0.1036, 2.4538, 0.7997], [-0.2950, 3.1179, 1.6369], [1.7673, 1.5516, -0.6560], [2.2460, 2.6549, -0.3756], [2.2100, 0.7596, -1.4713], [0.4294, -0.7863, -0.4011], [-0.8366, -0.1569, 0.5565]]
}


(Q)
{
  "formula": "C3H2N2O2",
  "method": "ωB97M-V/def2-TZVPD",
  "spin_multiplicity": 1,
  "elements": ["N", "C", "O", "C", "O", "C", "N", "H", "H"],
  "positions_angstrom": [[2.2122, 0.0187, 0.7484], [1.0455, -0.1815, 0.9428], [0.0779, 0.7045, -0.9443], [-1.0648, 0.2769, -1.1073], [-1.7848, -0.4320, -0.2982], [-0.1060, -0.5177, 1.5408], [-1.3048, -0.6820, 1.3321], [2.5357, 0.3268, -0.1659], [-1.6110, 0.4862, -2.0484]]
}


The least stable of them is (Q).


(P)
{
  "formula": "C3H2N2O2",
  "method": "ωB97M-V/def2-TZVPD",
  "spin_multiplicity": 1,
  "elements": ["N", "C", "O", "C", "O", "C", "N", "H", "H"],
  "positions_angstrom": [[-1.5124, -1.0368, 0.2322], [-0.4813, -0.2934, 0.3290], [0.6942, -0.5880, -0.3030], [1.8612, 0.1315, -0.1119], [2.8426, -0.1333, -0.7264], [-1.3518, 0.8679, 0.3232], [-2.1009, 1.7141, 0.0527], [-1.5015, -1.6618, -0.5621], [1.7478, 0.9146, 0.6471]]
}


(Q)
{
  "formula": "C3H2N2O2",
  "method": "ωB97M-V/def2-TZVPD",
  "spin_multiplicity": 1,
  "elements": ["N", "C", "O", "C", "O", "C", "N", "H", "H"],
  "positions_angstrom": [[-1.3650, -0.6647, -0.4886], [-0.7470, 0.1373, 0.2355], [0.6025, 0.4184, 0.3749], [1.5367, -0.4136, -0.1510], [1.3231, -1.4013, -0.7928], [-1.7153, 2.1390, 0.6688], [-1.4254, 1.0541, 1.0671], [-0.7359, -1.2407, -1.0369], [2.5264, -0.0286, 0.1232]]
}


The least stable of them is (P).


(P)
{
  "formula": "C3H2N2O2",
  "method": "ωB97M-V/def2-TZVPD",
  "spin_multiplicity": 1,
  "smiles": "[H]/N=C(/C#N)OC=O",
  "elements": ["H", "N", "C", "C", "N", "O", "C", "O", "H"],
  "positions_angstrom": [[1.5083, 0.5731, 2.0090], [1.7750, -0.1605, 1.3496], [0.8689, -0.3138, 0.5005], [0.8372, -1.1922, -0.6425], [0.2839, -1.5099, -1.6110], [-0.4426, 0.4955, 0.6094], [-1.3458, 0.6462, -0.4373], [-1.2924, 0.1208, -1.5056], [-2.1925, 1.3408, -0.2721]]
}


(Q)
{
  "formula": "C3H2N2O2",
  "method": "ωB97M-V/def2-TZVPD",
  "spin_multiplicity": 1,
  "smiles": "[H]/N=C(/C#N)OC=O",
  "elements": ["H", "N", "C", "C", "N", "O", "C", "O", "H"],
  "positions_angstrom": [[2.5775, 0.1210, -0.9373], [1.7998, -0.5044, -1.1506], [0.7214, -0.2516, -0.5558], [-0.5091, -1.0116, -0.7394], [-1.6260, -1.2376, -0.5379], [0.4136, 0.7663, 0.3137], [-0.8286, 0.7070, 1.0157], [-1.6416, 1.5559, 0.8834], [-0.9069, -0.1450, 1.7082]]
}


The least stable of them is (P).


(P)
{
  "formula": "C3H2N2O2",
  "method": "ωB97M-V/def2-TZVPD",
  "spin_multiplicity": 1,
  "elements": ["N", "C", "O", "C", "O", "C", "N", "H", "H"],
  "positions_angstrom": [[-2.1003, -1.2240, 0.2063], [-1.1918, -0.4013, 0.2013], [0.7233, -0.4797, -0.6781], [1.2911, 0.5990, -0.0660], [1.9441, 0.7165, -1.1844], [-0.8363, 0.9199, 0.4401], [0.1676, 1.6037, 0.3216], [-1.8393, -2.1573, -0.1096], [1.8416, 0.4232, 0.8688]]
}


(Q)
{
  "formula": "C3H2N2O2",
  "method": "ωB97M-V/def2-TZVPD",
  "spin_multiplicity": 1,
  "elements": ["O", "C", "C", "N", "C", "N", "O", "H", "H"],
  "positions_angstrom": [[0.3675, 2.1198, 1.3091], [0.7805, 1.4877, 0.3670], [0.2663, 0.1968, -0.1326], [0.5915, -0.5749, -1.0936], [-0.4802, -1.4740, -0.6775], [-0.8837, -0.7326, 0.3477], [-1.5627, -0.4306, 1.3250], [1.6267, 1.8035, -0.2651], [-0.7058, -2.3957, -1.1802]]
}


(R)
{
  "formula": "C3H2N2O2",
  "method": "ωB97M-V/def2-TZVPD",
  "spin_multiplicity": 1,
  "smiles": "[H]/N=C(/C#N)OC=O",
  "elements": ["H", "N", "C", "C", "N", "O", "C", "O", "H"],
  "positions_angstrom": [[-1.3664, -2.0476, -0.2113], [-1.7006, -1.0796, -0.1988], [-0.7694, -0.2758, 0.0309], [-1.0472, 1.1477, 0.1789], [-1.2749, 2.2621, 0.3885], [0.5093, -0.6486, 0.3692], [1.5959, 0.0517, -0.0881], [1.6640, 0.6270, -1.1277], [2.3895, -0.0370, 0.6584]]
}


The least stable of them is (P).


(P)
{
  "formula": "C4H7N2O",
  "method": "ωB97M-V/def2-TZVPD",
  "spin_multiplicity": 1,
  "charge": 1,
  "smiles": "C#[N+]N(C)CC=O",
  "elements": ["C", "N", "N", "C", "C", "C", "O", "H", "H", "H", "H", "H", "H", "H"],
  "positions_angstrom": [[-2.2855, 1.3484, -0.2384], [-1.3507, 0.6689, 0.0306], [-0.4396, -0.1608, 0.1324], [-0.3784, -1.0795, -0.9493], [0.6783, -0.0764, 0.9791], [1.8927, 0.4378, 0.2740], [2.1153, 0.3941, -0.8807], [-3.2536, 1.9430, -0.1213], [0.0566, -0.6445, -1.8779], [-1.4240, -1.3001, -1.1338], [0.2923, -1.7780, -0.4711], [1.0120, -1.1197, 1.3109], [0.4026, 0.5167, 1.9370], [2.6819, 0.8502, 1.0085]]
}


(Q)
{
  "formula": "C4H7N2O",
  "method": "ωB97M-V/def2-TZVPD",
  "spin_multiplicity": 1,
  "charge": 1,
  "smiles": "C1=[NH+][C@@H]2O[C@@H]2CN1",
  "elements": ["C", "N", "C", "O", "C", "C", "N", "H", "H", "H", "H", "H", "H", "H"],
  "positions_angstrom": [[0.3359, 0.7096, -1.3229], [0.4988, -0.5752, -1.3745], [0.3311, -1.4869, 0.0591], [-0.9332, -1.6511, 0.4601], [-0.1701, -0.6871, 1.1635], [-0.5589, 0.7699, 0.9727], [-0.0907, 1.3586, -0.2721], [0.5650, 1.2997, -2.2054], [0.8034, -1.0736, -2.1929], [1.0800, -2.2600, 0.0412], [0.0837, -0.9598, 2.1815], [-1.6544, 0.8331, 1.0038], [-0.1515, 1.3538, 1.8009], [-0.1392, 2.3689, -0.3151]]
}


(R)
{
  "formula": "C4H7N2O",
  "method": "ωB97M-V/def2-TZVPD",
  "spin_multiplicity": 1,
  "charge": 1,
  "smiles": "[H]/N=C/[C@H]([NH3+])C=C=O",
  "elements": ["H", "N", "C", "C", "N", "C", "C", "O", "H", "H", "H", "H", "H", "H"],
  "positions_angstrom": [[1.1869, -2.3716, -0.4968], [0.6859, -1.4193, -0.5426], [-0.1773, -1.3060, 0.3845], [-0.5757, 0.1157, 0.5968], [-1.1586, 0.6070, -0.8064], [0.5862, 0.9978, 0.7548], [1.6085, 0.6665, -0.0154], [2.6711, 0.7608, -0.5019], [-0.5087, -2.2556, 1.0406], [-1.3192, 0.2524, 1.2941], [-0.4221, 0.2638, -1.4677], [-1.3231, 1.6159, -0.6598], [-2.0506, 0.1781, -1.0698], [0.7967, 1.8945, 1.4896]]
}


(S)
{
  "formula": "C4H7N2O",
  "method": "ωB97M-V/def2-TZVPD",
  "spin_multiplicity": 1,
  "charge": 1,
  "smiles": "C1=N[C@H]2O[C@H]2[NH2+]C1",
  "elements": ["C", "N", "C", "O", "C", "N", "C", "H", "H", "H", "H", "H", "H", "H"],
  "positions_angstrom": [[0.0134, -1.6325, -0.2899], [1.2534, -1.6330, 0.0267], [1.8465, -0.4135, 0.3811], [2.2182, 0.5416, -0.6136], [1.1486, 0.9145, 0.2703], [-0.2470, 0.9262, -0.2845], [-0.9206, -0.4847, -0.2218], [-0.4988, -2.5787, -0.6734], [2.5852, -0.4949, 1.1269], [1.5227, 1.6138, 1.0144], [-0.1260, 1.0965, -1.3708], [-0.8888, 1.6748, 0.0167], [-1.5264, -0.6610, -1.0649], [-1.7186, -0.4988, 0.6541]]
}


The least stable of them is (P).


(P)
{
  "formula": "C3H4N3O2S",
  "method": "ωB97M-V/def2-TZVPD",
  "spin_multiplicity": 1,
  "charge": -1,
  "elements": ["C", "C", "C", "N", "N", "N", "O", "O", "S", "H", "H", "H", "H"],
  "positions_angstrom": [[-0.5159, 0.2176, -1.5319], [-1.4088, -0.4607, -0.7816], [0.9650, -0.7237, 0.7074], [2.4372, 0.4896, -0.6301], [1.4713, -0.4001, -0.5821], [2.6177, 1.5665, 0.1759], [1.7375, 2.0064, 0.9177], [3.7366, 2.1246, 0.0942], [-0.8524, -1.3755, 0.6302], [-0.3313, 0.5529, -2.5568], [-2.4743, -0.2471, -0.8097], [1.4097, -1.6470, 1.0540], [1.0366, 0.0223, 1.4280]]
}


(Q)
{
  "formula": "C3H4N3O2S",
  "method": "ωB97M-V/def2-TZVPD",
  "spin_multiplicity": 1,
  "charge": -1,
  "elements": ["C", "C", "C", "N", "N", "N", "O", "O", "S", "H", "H", "H", "H"],
  "positions_angstrom": [[-0.5225, -0.5750, 0.0749], [1.0714, 1.3433, 0.4440], [1.5218, -0.4369, -1.0852], [-1.6963, -0.1564, 0.6914], [0.5858, 0.1904, -0.2054], [-2.0004, 1.0553, 1.2708], [-0.5053, -1.7407, -0.3463], [2.0042, 2.0263, 0.0099], [-3.2274, 1.0831, 2.2858], [2.3166, 0.2048, -1.0578], [1.5362, -1.5118, -0.9110], [1.1246, -0.5097, -2.1658], [-2.2087, -0.9726, 0.9948]]
}


The least stable of them is (P).


(P)
{
  "formula": "C7H8O4",
  "method": "ωB97M-V/def2-TZVPD",
  "spin_multiplicity": 1,
  "elements": ["C", "C", "C", "C", "C", "C", "C", "H", "H", "H", "H", "H", "H", "H", "H", "O", "O", "O", "O"],
  "positions_angstrom": [[-3.6301, -0.4851, 0.2667], [-1.2556, -0.4532, -0.3805], [-0.1784, 0.3463, -0.6556], [0.9612, 0.3436, 0.3840], [3.0333, -0.8541, -0.0099], [3.2474, 0.6890, -0.0331], [2.0472, 1.3121, 0.1231], [-3.6125, -1.1170, -0.6593], [-4.5297, 0.4469, 0.6367], [-3.4463, -1.2066, 1.2850], [-0.8220, 1.5375, -0.7398], [0.2782, 0.2197, -1.5071], [0.3689, 0.2413, 1.5303], [4.0129, 1.0501, -0.3844], [1.8744, 2.1112, 0.2833], [-2.4189, 0.2414, -0.0914], [-1.2772, -1.6766, -0.1654], [1.6126, -0.9956, 0.2028], [3.7347, -1.7507, -0.0851]]
}


(Q)
{
  "formula": "C7H8O4",
  "method": "ωB97M-V/def2-TZVPD",
  "spin_multiplicity": 1,
  "smiles": "O=C1C[C@H]2[C@H](OC=C[C@@H]2O)O1",
  "elements": ["O", "C", "C", "C", "C", "O", "C", "C", "C", "O", "O", "H", "H", "H", "H", "H", "H", "H", "H"],
  "positions_angstrom": [[-1.6692, 1.2647, 2.7158], [-0.7551, 0.7906, 2.0466], [-0.2092, 1.5799, 0.9361], [0.5568, 0.5475, 0.0507], [0.7104, -0.5765, 1.0183], [0.9105, -1.8582, 0.4812], [0.1706, -2.2082, -0.5611], [-0.2444, -1.2659, -1.4692], [-0.3452, 0.2030, -1.1217], [0.0084, 1.0090, -2.2081], [-0.3605, -0.4567, 2.0168], [0.5630, 2.3346, 1.2813], [-1.0498, 2.0232, 0.3779], [1.6890, 0.7643, -0.2630], [1.7535, -0.4223, 1.4269], [-0.1743, -3.2550, -0.7482], [-0.8336, -1.4969, -2.2821], [-1.4242, 0.4183, -0.9890], [0.7032, 0.6047, -2.7091]]
}


The least stable of them is (P).


(P)
{
  "formula": "C5H17NO2",
  "method": "ωB97M-V/def2-TZVPD",
  "spin_multiplicity": 1,
  "smiles": "CCCCCN.O.O",
  "elements": ["C", "C", "C", "C", "C", "N", "H", "H", "H", "H", "H", "H", "H", "H", "H", "H", "H", "H", "H", "O", "H", "H", "O", "H", "H"],
  "positions_angstrom": [[0.2114, -1.0103, 2.6604], [0.4443, -0.0739, 1.4466], [1.4283, -0.5970, 0.2909], [0.6063, -0.9895, -0.9334], [-0.0096, 0.2547, -1.5854], [0.4655, 0.5149, -3.0050], [1.1916, -1.3374, 3.0334], [-0.5369, -1.8829, 2.6020], [-0.2842, -0.5884, 3.4692], [-0.5023, 0.1818, 0.9834], [0.8912, 0.8390, 1.9331], [1.9942, -1.4109, 0.6570], [2.0818, 0.2829, 0.1958], [-0.1461, -1.6145, -0.3944], [1.2695, -1.3098, -1.7312], [0.3766, 1.1268, -0.9659], [-1.0688, 0.2652, -1.6302], [0.1388, -0.1957, -3.6475], [1.3849, 0.7219, -3.3194], [-0.0465, 2.5050, 0.9505], [0.2393, 3.1183, 1.6518], [-0.3872, 3.0783, 0.2700], [-3.5911, -0.8076, -0.9723], [-3.4507, 0.1337, -1.0784], [-2.7003, -1.2048, -0.8813]]
}


(Q)
{
  "formula": "C5H17NO2",
  "method": "ωB97M-V/def2-TZVPD",
  "spin_multiplicity": 1,
  "smiles": "CC(C)CCN.O.O",
  "elements": ["C", "C", "C", "C", "C", "N", "H", "H", "H", "H", "H", "H", "H", "H", "H", "H", "H", "H", "H", "O", "H", "H", "O", "H", "H"],
  "positions_angstrom": [[-0.6601, 0.1206, 2.4547], [-0.3049, -0.5752, 1.1158], [-0.0424, -1.9996, 1.6777], [0.8975, 0.2019, 0.4555], [1.3172, -0.3269, -0.9192], [0.3291, -0.3701, -2.0586], [-1.5102, -0.3521, 2.9215], [0.2782, -0.0059, 2.9901], [-0.9473, 1.1627, 2.4719], [-1.2308, -0.7591, 0.4898], [-0.8563, -2.3705, 2.3546], [-0.2324, -2.6938, 0.7376], [0.9955, -2.2548, 2.0933], [0.7184, 1.2510, 0.3683], [1.7151, 0.1489, 1.1390], [2.1767, 0.3056, -1.3219], [1.8361, -1.2506, -0.9858], [0.2380, -1.2445, -2.4763], [-0.5282, -0.0561, -1.6553], [-0.1734, 2.2685, -3.0472], [0.6388, 2.5510, -2.6662], [-0.2094, 1.3112, -3.1800], [-1.7336, 1.3265, -0.9036], [-1.6101, 1.8418, -1.7023], [-1.1016, 1.7695, -0.3532]]
}


The least stable of them is (P).